1.
Entry from the OMol25 dataset: C27H39AsCl3CoN2O2P2 as an isolated structure at a distorted geometry (the ωB97M-V functional and the def2-TZVPD basis).

The geometry in ORCA input format:
```
! RIJCOSX wB97M-V def2-TZVPD def2/J DEFGRID3
* xyz 2 5
Co -0.52226 1.01953 0.15645
Cl -6.37788 2.41497 3.94021
C -4.79457 2.12695 3.38102
C -4.51442 2.20318 2.01175
C -3.24061 1.92940 1.57956
Cl -2.82823 1.98476 -0.09513
C -2.17950 1.56678 2.45419
O -1.02428 1.23434 2.01555
C -2.49841 1.57142 3.84828
Cl -1.22958 1.24974 4.94657
C -3.78098 1.82178 4.28978
H -5.28885 2.48001 1.31662
H -4.00803 1.77686 5.34478
C 2.99300 0.99077 -0.98560
P 1.65311 0.20142 -0.02745
C 1.54325 -1.36034 -0.96484
N 2.61956 -1.85326 -1.50002
C 2.58356 -2.94546 -2.26384
C 3.72602 -3.44452 -2.91255
C 3.62949 -4.56757 -3.69024
C 2.40780 -5.25357 -3.82428
C 1.27184 -4.79387 -3.21139
C 1.31681 -3.61608 -2.44621
N 0.22156 -3.05369 -1.92677
C 0.27924 -1.96167 -1.22957
P -1.27104 -1.10036 -0.73842
C -1.75865 -0.54008 -2.42013
C -2.45956 -2.53177 -0.33663
C -3.61631 -1.87632 0.42273
C -2.95796 -3.21426 -1.60508
C -1.73625 -3.53304 0.56184
C 2.38050 -0.24203 1.65044
C 1.30884 -1.02824 2.40096
C 3.66374 -1.04751 1.52775
C 2.63942 1.09789 2.33607
H 3.86150 0.33272 -1.01809
H 3.25176 1.94816 -0.53674
H 2.63561 1.16746 -2.00101
H 4.66061 -2.91920 -2.78801
H 4.49952 -4.93781 -4.20917
H 2.36832 -6.14595 -4.43078
H 0.32831 -5.30608 -3.31580
H -2.80116 -0.22280 -2.40582
H -1.62785 -1.34797 -3.13749
H -1.13735 0.31512 -2.69890
H -4.06217 -1.07224 -0.16291
H -3.26860 -1.46733 1.37111
H -4.39080 -2.61263 0.63040
H -3.59895 -2.56107 -2.19011
H -3.54880 -4.08457 -1.32560
H -2.13129 -3.56096 -2.22088
H -1.33204 -3.04484 1.44748
H -0.92827 -4.03105 0.02908
H -2.43724 -4.29888 0.89006
H 1.06215 -1.95231 1.87901
H 0.40397 -0.43293 2.50797
H 1.66214 -1.27939 3.39774
H 3.50048 -1.98119 0.99638
H 4.01508 -1.29022 2.52818
H 4.44790 -0.48578 1.02767
H 1.74403 1.71951 2.30538
H 3.46248 1.62926 1.86324
H 2.90473 0.93278 3.37687
C -0.99698 5.29046 0.37161
As 0.48930 4.38947 -0.50144
C 0.82785 5.21843 -2.22563
C 2.01804 4.70740 0.66276
O 0.19770 2.77011 -0.74520
H -0.73274 6.34184 0.47862
H -1.15686 4.85534 1.36060
H -1.91139 5.20495 -0.21598
H 1.09118 6.26421 -2.07506
H -0.06670 5.16024 -2.84527
H 1.64569 4.71237 -2.73894
H 2.16737 5.78607 0.69019
H 2.92941 4.23441 0.29691
H 1.80366 4.34874 1.67118
*
```

Properties
Total energy   -190304.89029 eV
E_HOMO (spin up / spin down)   -0.4965 / -0.4987 hartree
<S²>   6.035

Results of the Mulliken charge analysis, in e, for atoms 1 through 2:
1 Co 0.97
2 Cl -0.09

2.
Entry from the OMol25 dataset: C27H39BrCl5CuN3O5Si as an isolated structure (the ωB97M-V functional and the def2-TZVPD basis).

The geometry in ORCA input format:
```
! RIJCOSX wB97M-V def2-TZVPD def2/J DEFGRID3
* xyz 0 2
Cu 2.81941 0.33133 0.04198
Cl 3.17163 0.60154 3.48171
C 4.61533 0.51796 2.53610
C 4.49943 0.38715 1.16253
C 5.67877 0.36526 0.43054
Cl 5.58368 0.19824 -1.29355
C 6.93666 0.45178 1.02719
Cl 8.36921 0.41611 0.07742
C 7.01797 0.56802 2.41317
Cl 8.55364 0.67011 3.17623
C 5.85158 0.60114 3.17609
Cl 5.95369 0.74840 4.88675
O 1.82289 4.61684 -3.51818
C 1.94251 3.53994 -4.26277
O 1.96539 3.56853 -5.46933
C 2.02831 2.24129 -3.53663
C 2.02814 1.01014 -4.15376
N 2.12477 0.08258 -3.18497
N 2.19567 0.63527 -1.97681
C 2.15606 1.94416 -2.16193
C 2.20286 2.80125 -0.92559
O 1.98447 4.00880 -1.03901
O 2.45572 2.18301 0.16041
H 1.81637 4.41598 -2.53666
H 1.95245 0.77366 -5.20173
H 2.13607 -0.91648 -3.27935
C -2.97020 -1.21322 -1.91879
C -3.28493 -1.25145 -0.41650
C -2.58617 -2.49337 0.16123
C -4.79785 -1.43540 -0.23031
Si -2.70597 0.40650 0.41803
Br -0.42849 0.20620 0.42498
C -3.08518 1.97892 -0.62970
C -2.82647 3.25141 0.19056
C -2.18604 2.06250 -1.87418
C -4.55528 1.97725 -1.07585
C -3.17174 0.55201 2.28405
C -2.97871 -0.79915 2.98750
C -2.28513 1.57526 3.01163
C -4.63971 0.97740 2.43833
H -3.22292 -2.17911 -2.36792
H -1.90760 -1.03067 -2.09778
H -3.54767 -0.45057 -2.44190
H -2.86912 -3.36496 -0.43885
H -2.88162 -2.69053 1.19053
H -1.50128 -2.40731 0.12996
H -5.13361 -2.33977 -0.74781
H -5.36879 -0.59528 -0.63195
H -5.05777 -1.54924 0.82432
H -1.80078 3.29043 0.56295
H -3.51354 3.34628 1.03230
H -2.97402 4.12422 -0.45201
H -1.13038 2.11177 -1.60374
H -2.42939 2.97895 -2.41993
H -2.32888 1.22468 -2.55507
H -5.24248 1.92493 -0.22736
H -4.77776 1.14603 -1.74762
H -4.77323 2.90099 -1.61983
H -1.97138 -1.19208 2.83473
H -3.70336 -1.54159 2.64910
H -3.12310 -0.66579 4.06370
H -1.22777 1.31752 2.94765
H -2.56037 1.58453 4.07097
H -2.41354 2.58614 2.63038
H -5.32415 0.28073 1.94803
H -4.81764 1.97383 2.02965
H -4.90518 1.00912 3.49948
C 1.25134 -3.62266 -1.34791
N 2.07342 -3.74379 -0.14623
C 2.37115 -5.07326 0.37032
C 2.58472 -2.62133 0.37963
C 3.36614 -2.69145 1.64859
O 2.35449 -1.53895 -0.20643
H 0.61038 -4.49475 -1.44089
H 1.87398 -3.54019 -2.24342
H 0.63877 -2.72724 -1.27221
H 1.85528 -5.80963 -0.23781
H 2.03046 -5.18650 1.39921
H 3.43924 -5.28915 0.32424
H 3.47895 -3.69404 2.04648
H 2.86825 -2.06141 2.38603
H 4.34995 -2.25577 1.47761
*
```

Properties
Total energy   -228515.50397 eV
E_HOMO (spin up / spin down)   -0.3275 / -0.3276 hartree
<S²>   0.754

Results of the natural (NBO) charge analysis, in e, for atoms 1 through 2:
1 Cu 1.34
2 Cl 0.01

Among the records above, which one has the lowest <S²>?
C27H39BrCl5CuN3O5Si